ORCA calculation (wB97M-V/def2-TZVPD) on a cluster of 16 separate species, C10H52N20O16 in total.

Electronic energy in eV: -73780.6288
LUMO level in eV: -0.47
Total charge: 0

The geometry in XYZ format:
```
98
Properties=species:S:1:pos:R:3:forces:R:3:mulliken_charge:R:1
O -1.79085 -3.25303 -0.53104 -0.047 0.006 -0.190 -0.72
H -2.21920 -2.43221 -0.28811 -0.372 0.379 0.363 0.20
H -1.79196 -3.25019 -1.48823 0.191 -0.170 -0.311 0.26
O 0.20596 0.00738 -3.64948 0.259 -0.084 0.071 -0.64
H 0.65418 0.79682 -3.95297 0.184 0.171 -0.215 0.26
H -0.70998 0.27071 -3.56034 -0.400 0.042 0.266 0.32
O 1.80636 -2.33876 3.65745 -0.268 -0.492 0.033 -0.62
H 1.59543 -1.58464 3.10698 0.067 0.295 -0.123 0.32
H 2.33556 -1.97662 4.36810 0.251 0.055 -0.055 0.27
O -3.70678 -1.34962 1.47160 0.567 -0.461 0.066 -0.55
H -4.40126 -0.79265 1.11989 -0.385 0.431 -0.239 0.40
H -4.15671 -1.94387 2.07214 0.082 -0.332 0.217 0.26
O 2.00879 -4.02843 -0.22259 0.493 -0.388 -0.079 -0.67
H 1.39689 -3.38406 0.13322 -0.589 0.630 0.117 0.23
H 2.06739 -4.70292 0.45407 -0.085 -0.388 0.207 0.33
O -1.98302 2.61455 1.89267 0.278 -0.412 -0.192 -0.45
H -2.22264 3.54029 1.93524 -0.132 0.320 -0.184 0.24
H -2.23967 2.26081 2.74427 -0.030 -0.140 0.332 0.23
C 2.48744 -3.25651 -3.67199 -1.363 3.517 -1.302 0.43
O 2.62350 -3.17727 -4.86376 -0.640 0.854 -2.310 -0.73
N 3.01339 -4.17958 -3.00795 3.487 -6.566 4.023 -0.21
N 1.85866 -2.40468 -2.82569 -1.526 2.292 0.782 -0.08
H 2.86085 -4.29238 -2.01593 -0.183 0.059 -0.227 0.17
H 3.43936 -4.97817 -3.45616 -0.077 0.468 -0.228 0.23
H 2.00729 -2.43612 -1.82718 -0.054 -0.347 -0.386 0.14
H 1.41011 -1.53937 -3.09055 0.162 -0.296 -0.641 0.07
C 4.49808 -1.43493 1.05246 1.382 1.837 3.210 0.74
O 4.93063 -0.34751 1.33315 1.300 3.163 -0.360 -0.75
N 3.73141 -1.74471 0.12056 -3.544 1.201 -7.476 -0.11
N 4.55309 -2.39873 1.87589 1.517 -5.681 4.536 -0.33
H 3.36493 -2.64883 -0.14092 -0.047 0.280 0.311 0.12
H 3.45931 -0.90123 -0.36378 -0.352 -0.664 -0.793 0.02
H 5.02000 -2.36102 2.77069 0.041 0.019 -0.500 0.21
H 4.19559 -3.27334 1.51904 0.202 -0.100 0.951 0.10
C 1.46515 3.34462 -0.96523 0.387 3.691 0.043 0.37
O 1.88102 4.24106 -1.65998 0.537 1.347 -1.417 -0.75
N 1.58730 2.11812 -1.19499 1.330 -7.317 -3.152 0.16
N 0.76508 3.56733 0.10493 -2.738 2.025 3.596 0.27
H 1.82182 1.88159 -2.14849 0.330 -0.202 0.337 0.13
H 1.28097 1.35299 -0.61117 0.056 0.489 -0.067 0.10
H 0.69037 4.54395 0.35141 0.126 -0.333 0.551 0.22
H 0.50337 2.83744 0.75213 0.187 0.536 -0.017 -0.27
C -5.60957 1.65294 0.11431 -0.897 3.681 -0.418 0.65
O -5.96335 2.50043 0.91187 -2.064 0.613 0.241 -0.70
N -5.95980 1.47073 -1.14498 -1.792 -0.401 -2.642 -0.36
N -4.55063 0.99455 0.42039 4.738 -3.693 2.350 -0.35
H -5.59295 0.67482 -1.64701 -0.095 0.263 0.073 0.19
H -6.65205 2.02468 -1.62873 0.098 -0.060 0.467 0.21
H -3.83330 0.71047 -0.23142 -0.350 0.127 -0.274 0.04
H -4.20963 1.30149 1.32016 0.316 -0.123 -0.185 0.19
C 1.32079 1.07104 4.71982 -0.905 0.988 -1.661 0.69
O 2.11760 0.85600 3.86511 3.275 -0.413 -2.566 -0.66
N 0.51618 2.09983 4.73185 -1.546 4.228 -1.356 -0.43
N 0.95480 0.24792 5.60309 -0.807 -4.152 4.379 -0.36
H 0.78334 2.81956 4.07557 -0.456 0.315 0.245 0.22
H -0.21502 2.23919 5.41451 0.513 0.365 -0.249 0.15
H 1.57420 -0.52344 5.80670 -0.893 -0.085 0.366 0.22
H 0.07000 0.50188 6.01869 0.596 -1.281 0.840 0.12
C 4.00005 3.25445 1.68944 -1.596 1.255 -0.464 0.67
O 3.42989 4.04581 2.40590 -0.285 2.390 2.020 -0.77
N 4.91156 3.60221 0.81282 2.660 1.705 -1.406 -0.40
N 3.47775 2.09183 1.54928 -1.553 -4.502 -0.443 0.35
H 5.03848 4.60395 0.79006 0.471 -0.317 -0.250 0.24
H 5.45741 2.98645 0.22719 -0.304 0.161 0.267 0.18
H 2.80594 1.85034 2.26375 0.403 -0.339 0.075 -0.19
H 3.90827 1.36335 0.99787 0.146 -0.225 0.443 -0.09
C -0.84051 -5.23085 1.97977 1.814 -0.014 1.656 0.51
O -0.22140 -6.01297 2.63114 0.913 -4.372 1.756 -0.72
N -0.41930 -4.02559 2.03124 1.663 6.172 -0.851 -0.16
N -1.92292 -5.36131 1.30380 -3.924 -2.543 -1.852 -0.32
H -0.77920 -3.41665 1.31030 0.515 0.581 0.412 0.16
H 0.44077 -3.82910 2.52294 -0.174 0.104 -0.131 0.12
H -2.13060 -4.71905 0.55250 -0.285 -0.342 0.032 0.32
H -2.27998 -6.30289 1.38145 -0.350 0.237 -0.716 0.22
C -2.98134 0.33114 -3.90030 0.652 1.600 -1.641 0.27
O -2.68937 0.21683 -2.76318 0.408 -0.665 6.760 -0.29
N -2.96199 -0.69447 -4.69192 -0.544 -2.137 -2.946 -0.31
N -3.11107 1.51283 -4.46751 -0.247 1.052 -2.447 -0.21
H -2.92343 -1.63786 -4.33328 0.253 0.355 -0.413 0.24
H -2.90554 -0.41870 -5.66190 -0.237 -1.300 -0.087 0.14
H -2.92891 1.54625 -5.46038 -0.433 0.332 0.106 0.18
H -3.12374 2.40426 -3.99287 -0.260 0.259 0.369 -0.01
C -2.46856 3.91515 -2.55485 1.366 0.182 -1.079 0.50
O -3.37131 3.94638 -3.37426 -1.335 -0.644 0.318 -0.77
N -2.02749 3.03087 -1.67846 -1.882 -3.982 2.105 -0.14
N -1.46249 4.74656 -2.60566 2.108 5.176 -1.244 -0.35
H -2.41180 2.10094 -1.76588 0.051 -0.258 0.335 -0.05
H -1.04895 3.10115 -1.43844 -0.321 -0.417 0.068 0.43
H -0.96030 4.93718 -1.75034 0.247 0.176 -0.421 0.15
H -1.55370 5.51669 -3.25271 0.085 0.138 0.247 0.23
C 0.15918 -0.47422 0.35465 2.421 -3.054 0.119 -0.33
O 0.93347 -1.37782 0.12653 1.670 -2.221 -1.186 0.27
N 0.36949 0.29207 1.34867 0.222 3.147 3.289 0.69
N -0.88033 -0.23442 -0.33330 -4.043 0.723 -3.005 0.99
H 1.25580 0.16399 1.81573 -0.265 0.756 0.495 -0.49
H -0.25947 1.08224 1.33623 0.646 0.485 1.293 -0.35
H -1.63200 0.25274 0.13335 -0.242 -0.108 -0.788 -0.40
H -0.94014 -0.76815 -1.18866 -0.748 0.348 0.048 -0.25
```
Forces are in eV/Å.